[1]
This record from OMol25 describes a cluster of 2 separate species, C7H17N2 in total. The level of theory is ωB97M-V/def2-TZVPD.

Each line ends with the natural charge from an NBO analysis.
Element x y z (Å)
C1 1.914 -0.087 0.621  -0.530
H1 0.296 1.651 -1.580  0.417
H2 -0.228 -0.821 1.800  0.218
N1 -1.270 -0.174 0.202  -0.280
H3 2.821 -0.533 0.319  0.269
C2 2.317 0.966 1.785  -0.598
C3 -0.962 -0.065 1.614  -0.468
C4 1.280 0.343 -0.623  0.547
H4 1.710 0.858 2.660  0.230
C5 -2.514 -0.361 -0.036  -0.068
N2 0.758 1.518 -0.746  -0.633
H5 -2.692 -1.425 -1.911  0.212
C6 1.232 -0.594 -1.828  -0.718
H6 2.070 -1.193 -2.069  0.275
H7 0.556 2.207 0.070  0.449
H8 2.202 1.986 1.460  0.208
H9 0.580 -1.461 -1.541  0.283
H10 3.315 0.734 2.042  0.244
H11 -0.310 0.760 1.613  0.196
H12 1.430 -0.969 0.977  0.270
H13 -2.833 0.145 -2.085  0.211
H14 -4.194 -0.735 -1.374  0.244
H15 0.863 -0.182 -2.802  0.255
H16 -1.750 -0.081 2.356  0.237
C7 -3.096 -0.631 -1.393  -0.660
H17 -3.202 -0.216 0.741  0.188

Summary:
- spin multiplicity = 3
- calculated total energy (eV) = -10502.290
- energy above the lowest of the compared OMol25 structures with the same formula, charge and spin (kcal per mole) = 29.80
- total charge = +1
- LUMO level (alpha / beta) (eV) = -3.98 / -6.01
- HOMO-LUMO gap (alpha / beta) (eV) = 4.93 / 7.85



[2]
This record from OMol25 describes a cluster of 2 separate species, C7H17N2O2P in total. The level of theory is ωB97M-V/def2-TZVPD.

Each line ends with the natural charge from an NBO analysis.
Element x y z (Å)
P1 0.359 -0.618 -1.794  2.089
H1 -2.487 2.024 1.490  0.225
H2 -3.606 1.129 -0.391  0.234
C1 1.994 -0.590 1.611  -0.088
C2 -1.947 -1.032 0.736  -0.760
H3 1.531 -0.040 -3.817  0.234
C3 1.771 -0.610 -3.003  -0.996
N1 0.819 -1.001 -0.227  -0.382
H4 -1.510 0.868 2.298  0.219
H5 -2.441 1.648 -1.396  0.236
C4 2.564 0.829 1.497  -0.651
N2 0.501 0.381 -0.524  -0.783
H6 -2.857 -0.122 -1.475  0.263
C5 -1.922 0.384 0.330  0.461
C6 -2.807 0.708 -0.837  -0.705
H7 1.041 -0.562 1.997  0.176
H8 -0.667 1.877 1.123  0.280
H9 1.701 1.480 1.145  0.229
C7 -1.678 1.362 1.411  -0.717
H10 2.631 -1.320 2.172  0.186
H11 -2.783 -1.480 0.396  0.236
O1 2.120 -1.225 0.315  -0.381
H12 -1.078 -1.661 0.306  0.316
H13 2.993 1.300 2.466  0.207
H14 2.800 -0.343 -2.608  0.255
O2 -0.801 -1.285 -2.332  -1.083
H15 3.449 0.848 0.722  0.224
H16 -1.751 -1.288 1.713  0.224
H17 2.061 -1.660 -3.325  0.255

Summary:
- calculated total energy (eV) = -23892.165
- energy above the lowest of the compared OMol25 structures with the same formula, charge and spin (kcal per mole) = 180.46
- LUMO level (alpha / beta) (eV) = -0.53 / -0.46
- HOMO-LUMO gap (alpha / beta) (eV) = 7.08 / 7.21



[3]
This record from OMol25 describes a cluster of 2 separate species, C7H17N2O5S2 in total. The level of theory is ωB97M-V/def2-TZVPD.

Each line ends with the natural charge from an NBO analysis.
Element x y z (Å)
H1 1.961 -0.390 -2.678  0.220
O1 0.040 0.501 -2.891  -0.516
C1 0.333 1.630 -2.110  -0.188
S1 2.020 2.322 -2.402  -0.095
H2 -0.401 2.407 -2.395  0.193
C2 0.640 -1.208 -1.149  -0.041
N1 -3.495 1.832 3.165  -0.820
C3 -0.852 -1.510 0.631  -0.067
H3 0.646 -1.384 -3.312  0.191
H4 -2.961 2.601 2.764  0.342
O2 5.873 -2.021 -1.241  -0.558
O3 5.648 -1.329 0.799  -0.566
C4 -3.636 0.831 2.063  -0.215
C5 0.882 -0.592 -2.572  -0.108
H5 0.569 -2.313 -1.272  0.189
C6 -2.200 0.422 1.527  -0.420
H6 0.215 1.466 -1.022  0.197
H7 -1.956 1.100 0.695  0.217
C7 -2.301 -1.076 1.055  -0.415
H8 -4.217 -0.051 2.383  0.182
N2 5.788 -1.083 -0.420  0.705
O4 5.836 0.104 -0.818  -0.575
H9 -2.828 1.407 3.809  0.338
H10 -2.895 -1.104 0.122  0.208
H11 2.683 0.243 -0.322  0.158
H12 2.370 2.732 -1.134  0.143
S2 2.131 -0.986 -0.063  -0.073
H13 -0.193 -1.235 1.479  0.187
H14 -0.778 -2.602 0.435  0.166
H15 -2.720 -1.735 1.832  0.201
O5 -0.573 -0.788 -0.552  -0.557
H16 -1.454 0.448 2.342  0.193
H17 -4.176 1.360 1.253  0.185

Summary:
- calculated total energy (eV) = -42419.343
- total charge = -1
- LUMO level (eV) = 2.56
- HOMO-LUMO gap (eV) = 6.74



[4]
This record from OMol25 describes a cluster of 3 separate species, C7H17N3 in total. The level of theory is ωB97M-V/def2-TZVPD.

Each line ends with the natural charge from an NBO analysis.
Element x y z (Å)
H1 3.172 0.413 0.778  0.179
H2 -2.724 1.549 -1.583  0.197
C1 2.387 -0.301 1.012  -0.069
H3 -1.498 2.699 -2.120  0.218
H4 -0.879 -1.337 -2.821  0.213
H5 0.083 0.456 -0.846  0.298
H6 0.606 -1.731 -1.968  0.227
H7 -1.849 -0.596 1.130  0.182
C2 -1.562 -1.279 0.332  -0.501
H8 -1.988 1.995 0.711  0.362
H9 1.994 1.925 2.268  0.370
H10 -1.488 1.048 -2.751  0.221
H11 -1.932 -2.299 0.440  0.178
H12 3.242 -1.924 0.119  0.369
C3 -0.484 -1.724 -1.877  -0.688
H13 0.674 -0.723 2.149  0.195
N1 1.245 1.277 2.484  -0.840
N2 2.363 -1.428 0.175  -0.823
C4 1.461 -0.013 1.926  -0.104
C5 -0.899 -0.859 -0.732  -0.094
H14 1.595 -2.058 0.373  0.377
H15 -0.826 -2.760 -1.768  0.203
N3 -1.018 1.825 0.458  -0.825
C6 -0.744 1.266 -0.743  0.017
H16 -0.369 1.679 1.228  0.421
H17 1.105 1.251 3.487  0.371
C7 -1.667 1.650 -1.862  -0.654

Summary:
- calculated total energy (eV) = -12000.935
- energy above the lowest of the compared OMol25 structures with the same formula, charge and spin (kcal per mole) = 108.44
- LUMO level (eV) = 1.05
- HOMO-LUMO gap (eV) = 7.78